# 1
Formula: C34H57CuN4OP2
Source: OMol25
Level of theory: ωB97M-V/def2-TZVPD

The geometry in XYZ format:
```
99
C34H57CuN4OP2 | OMol25 | ωB97M-V/def2-TZVPD
C -2.2075 1.3345 -2.1082
C -1.9625 -0.9696 -1.7014
C -3.3294 1.1301 -2.9153
C -3.1717 -1.1976 -2.4173
C -3.8555 -0.1572 -3.0037
H -3.7588 1.9862 -3.4230
H -3.5025 -2.2291 -2.5186
H -4.7800 -0.3412 -3.5483
N -1.6051 0.3388 -1.4549
P -0.6478 2.9094 -0.4098
P 0.2600 -2.6846 -0.6090
C -1.6424 2.7457 -1.9549
H -1.0089 2.9704 -2.8277
H -2.4689 3.4645 -2.0075
C -1.2113 -2.1378 -1.3799
H -1.8651 -3.0163 -1.5157
C 0.7637 -4.0601 -1.8968
C -0.1279 -3.5215 1.1064
C 0.8752 3.9628 -0.8023
C -1.9343 3.7580 0.6851
C 2.2962 -3.9806 -1.9482
H 2.7680 -4.2670 -0.9984
H 2.6857 -4.6509 -2.7292
H 2.6133 -2.9560 -2.1862
C 0.2869 -5.4696 -1.5419
H 0.6775 -5.8395 -0.5880
H -0.8086 -5.5337 -1.5363
H 0.6382 -6.1617 -2.3241
C 0.1693 -3.6923 -3.2606
H 0.6297 -4.3213 -4.0374
H -0.9136 -3.8515 -3.3020
H 0.3622 -2.6420 -3.5016
C 1.1590 -4.2190 1.5761
H 1.9808 -3.4910 1.6603
H 0.9765 -4.6482 2.5729
H 1.4800 -5.0362 0.9186
C -0.4528 -2.4078 2.1033
H 0.3605 -1.6782 2.1798
H -1.3830 -1.8872 1.8415
H -0.5947 -2.8548 3.1007
C -1.3363 -4.4565 1.0668
H -1.2143 -5.3194 0.4072
H -1.4925 -4.8473 2.0848
H -2.2428 -3.9092 0.7760
C -1.2884 4.0954 2.0387
H -2.0563 4.5719 2.6656
H -0.9445 3.1925 2.5598
H -0.4486 4.7972 1.9483
C -3.0839 2.7618 0.9158
H -3.5988 2.5000 -0.0165
H -2.7411 1.8412 1.4036
H -3.8218 3.2363 1.5780
C -2.5105 5.0260 0.0340
H -3.2326 5.4644 0.7376
H -1.7490 5.7842 -0.1672
H -3.0536 4.8233 -0.8963
C 1.3218 3.6151 -2.2313
H 0.6507 4.0462 -2.9851
H 2.3226 4.0352 -2.4093
H 1.3803 2.5288 -2.3873
C 1.9932 3.5829 0.1902
H 2.2299 2.5119 0.1583
H 2.9016 4.1411 -0.0816
H 1.7330 3.8482 1.2238
C 0.6084 5.4679 -0.6996
H -0.1375 5.8032 -1.4311
H 0.3099 5.7760 0.3115
H 1.5484 5.9931 -0.9298
Cu -0.0451 0.7263 -0.2244
C 0.1365 0.7083 1.6703
O -0.5083 0.7971 2.6483
N 1.1117 -0.2085 -1.4996
C 1.4142 -0.7871 -2.4907
C 2.4253 -0.6397 -3.6832
C 2.1831 -1.6220 -4.8150
C 2.2807 0.7697 -4.2378
C 3.8374 -0.8175 -3.1327
H 2.3321 -2.6614 -4.5046
H 1.1721 -1.5016 -5.2210
H 2.8925 -1.4273 -5.6317
H 2.6553 1.4993 -3.5137
H 2.8677 0.8775 -5.1589
H 1.2359 1.0090 -4.4677
H 4.5687 -0.5937 -3.9191
H 4.0013 -0.1254 -2.2964
H 4.0307 -1.8316 -2.7718
N 2.8147 -1.2102 1.0884
C 2.9347 -0.4108 2.1912
C 3.8497 -0.7130 3.2176
C 3.9024 0.1178 4.3257
C 3.0641 1.2320 4.3678
C 2.1769 1.4592 3.3241
N 2.0885 0.6296 2.2677
H 2.2860 -0.8905 0.2762
H 3.5193 -1.9201 0.9236
H 4.4773 -1.5944 3.0995
H 4.5853 -0.0929 5.1491
H 3.0648 1.9247 5.2083
H 1.4948 2.3114 3.3422
```

Output
M (g/mol): 663.35
Strongest force on any atom (eV/A): 4.673
E_LUMO (alpha / beta) (Eh): -0.0885 / -0.1479
Total charge: +1
Relative energy (zero: lowest compared OMol25 entry of this formula, charge and spin) (eV): 2.198
Frontier orbital gap (alpha / beta) (eV): 7.3354 / 5.7116
Spin multiplicity: 2
HOMO (alpha / beta) (eV): -9.7 / -9.7


# 2
Formula: C4H10N2
Source: OMol25
Level of theory: ωB97M-V/def2-TZVPD

The geometry in XYZ format:
```
16
C4H10N2 | OMol25 | ωB97M-V/def2-TZVPD
H 1.7543 -2.6779 1.1294
N 1.6993 -1.7948 0.6374
C 0.6925 -1.7424 -0.1296
N -0.1742 -0.6583 -0.3206
C 0.4968 0.6518 -0.1137
C -0.4812 1.7766 -0.4132
C -1.8712 1.5811 0.2369
H 0.2974 -2.6930 -0.5075
H -1.0127 -0.9170 0.1810
H 0.9244 0.6466 0.8910
H 1.2661 0.5759 -0.8799
H -0.7113 1.6833 -1.4735
H -0.1323 2.7231 -0.0141
H -2.1746 2.4582 0.8207
H -1.9787 0.8075 1.0032
H -2.7331 1.4464 -0.4182
```

Output
SMILES: [H]/N=C/NCCC
M (g/mol): 86.14
Strongest force on any atom (eV/A): 2.464
E_LUMO (Eh): 0.0371
Relative energy (zero: lowest compared OMol25 entry of this formula, charge and spin) (eV): 1.859
Frontier orbital gap (eV): 10.0620
HOMO (eV): -9.1


# 3
Formula: C2H3BrO2
Source: OMol25
Level of theory: ωB97M-V/def2-TZVPD

The geometry in XYZ format:
```
8
C2H3BrO2 | OMol25 | ωB97M-V/def2-TZVPD
C -0.0099 0.1691 -0.0382
C -0.3418 -0.8592 -1.9321
O -0.6637 -2.6500 -0.7073
O -0.5193 -2.0954 -1.8630
Br -0.0632 0.1553 -3.4117
H 0.9411 0.4957 -0.5249
H -0.7502 0.9187 0.2413
H 0.0489 -0.7019 0.6794
```

Output
M (g/mol): 138.95
Strongest force on any atom (eV/A): 4.951
E_LUMO (alpha / beta) (Eh): -0.0056 / -0.0055
Relative energy (zero: lowest compared OMol25 entry of this formula, charge and spin) (eV): 7.711
Frontier orbital gap (alpha / beta) (eV): 8.9099 / 8.9089
HOMO (alpha / beta) (eV): -9.1 / -9.1